Formula: C46H47ClF11IO38S
Source: OMol25
Level of theory: wB97M-V/def2-TZVPD

Computed properties:
HOMO energy	-9.30	eV
orbital gap	8.91	eV
largest force on an atom	3.2	eV/A
E_tot	-6894.89571	Ha
SMILES	C[C@@H](Cl)C[C@@H]1OS(=O)(=O)O[C@@]1(I)CC(=O)c1ccccc1.O=C1OC[C@@H](F)O1.O=C1OC[C@@H](F)O1.O=C1OC[C@@H](F)O1.O=C1OC[C@@H](F)O1.O=C1OC[C@@H](F)O1.O=C1OC[C@@H](F)O1.O=C1OC[C@@H](F)O1.O=C1OC[C@@H](F)O1.O=C1OC[C@@H](F)O1.O=C1OC[C@@H](F)O1.O=C1OC[C@@H](F)O1

Each line ends with the Löwdin charge.
Atoms and positions in Å:
1 C -5.4883 -2.7555 0.9723  -0.13
2 C -6.9384 -3.2425 0.8718  -0.69
3 Cl -7.3877 -3.2686 -0.8766  0.55
4 C -7.2725 -4.5566 1.6380  -0.15
5 C -6.1586 -5.5992 1.8282  -0.33
6 O -5.0701 -5.2815 2.7318  -0.13
7 S -3.6775 -5.4911 1.9246  0.62
8 O -2.8658 -4.3329 1.8019  -0.22
9 O -2.9240 -6.5685 2.4684  -0.22
10 O -4.2726 -5.8790 0.4672  -0.19
11 C -5.5739 -6.4518 0.6605  -0.75
12 I -6.8232 -6.8305 -1.0442  1.13
13 C -5.4452 -7.8972 1.3003  -0.15
14 C -4.7722 -8.9683 0.4064  -0.35
15 O -5.2103 -10.1036 0.4803  0.11
16 C -3.6198 -8.6780 -0.5304  -0.18
17 C -3.7185 -8.6194 -1.9041  -0.06
18 C -2.6130 -8.3411 -2.6725  -0.08
19 C -1.3695 -8.1163 -2.1222  -0.07
20 C -1.2677 -8.1976 -0.7447  -0.08
21 C -2.3602 -8.4782 0.0240  -0.05
22 H -5.4769 -1.6963 0.6822  0.09
23 H -4.8347 -3.2899 0.2790  0.07
24 H -5.1201 -2.7686 2.0046  0.08
25 H -7.5579 -2.4581 1.3197  0.10
26 H -8.0525 -5.0680 1.0571  0.08
27 H -7.7476 -4.2638 2.5801  0.13
28 H -6.6927 -6.3697 2.4074  0.14
29 H -5.0197 -7.8652 2.3106  0.13
30 H -6.4838 -8.2299 1.4142  0.10
31 H -4.6759 -8.7706 -2.3970  0.09
32 H -2.6943 -8.2884 -3.7536  0.10
33 H -0.5067 -7.8779 -2.7362  0.11
34 H -0.3040 -8.0199 -0.2704  0.11
35 H -2.2804 -8.5546 1.1078  0.11
36 O 2.1143 -2.6073 1.3434  0.16
37 C 1.3292 -2.4113 2.2146  -0.55
38 O 1.3000 -3.0853 3.3863  0.09
39 C 0.3084 -2.4583 4.2138  -0.05
40 C -0.5733 -1.7938 3.1936  -0.30
41 F -1.1095 -0.6450 3.6738  0.08
42 O 0.3407 -1.4740 2.1540  0.13
43 H 0.7917 -1.7435 4.8779  0.12
44 H -0.2221 -3.1878 4.8113  0.12
45 H -1.3675 -2.4299 2.8002  0.16
46 O 0.8833 -3.4850 6.8459  0.18
47 C 0.3514 -4.4825 7.2031  -0.53
48 O 0.5282 -5.0580 8.4173  0.08
49 C -0.3858 -6.1550 8.5072  -0.05
50 C -0.6389 -6.4741 7.0560  -0.31
51 F -1.8945 -6.9412 6.8617  0.08
52 O -0.5173 -5.2052 6.4374  0.13
53 H -1.2916 -5.8325 9.0230  0.15
54 H 0.0536 -6.9875 9.0515  0.14
55 H 0.0788 -7.1663 6.6121  0.18
56 O -4.6043 -7.2685 -5.3136  0.18
57 C -5.5856 -6.6508 -5.5476  -0.54
58 O -6.8191 -6.9621 -5.0679  0.05
59 C -7.7035 -5.9080 -5.4616  -0.06
60 C -6.9928 -5.3280 -6.6567  -0.32
61 F -7.2165 -3.9989 -6.7699  0.08
62 O -5.6299 -5.5417 -6.3382  0.14
63 H -7.7982 -5.1889 -4.6457  0.14
64 H -8.6899 -6.2958 -5.7063  0.14
65 H -7.2268 -5.8178 -7.6040  0.17
66 O -0.5060 0.9356 7.0979  0.19
67 C 0.6386 1.1065 6.8548  -0.54
68 O 1.2898 0.5620 5.7905  0.05
69 C 2.6100 1.1130 5.7730  -0.05
70 C 2.7989 1.5278 7.2089  -0.32
71 F 3.5898 2.6240 7.3094  0.08
72 O 1.4854 1.8698 7.6083  0.14
73 H 2.6406 1.9622 5.0881  0.14
74 H 3.3390 0.3730 5.4496  0.14
75 H 3.1846 0.7408 7.8599  0.18
76 O 2.4362 2.9122 -0.7159  0.16
77 C 3.1136 1.9591 -0.4966  -0.54
78 O 3.2581 0.9062 -1.3317  0.09
79 C 4.2607 0.0500 -0.7626  -0.03
80 C 4.2059 0.4247 0.6908  -0.30
81 F 5.4239 0.3150 1.2782  0.08
82 O 3.8439 1.7966 0.6430  0.12
83 H 5.2248 0.2771 -1.2135  0.11
84 H 4.0292 -0.9982 -0.9349  0.15
85 H 3.4675 -0.1297 1.2727  0.16
86 O 7.1790 0.5669 -2.5424  0.18
87 C 7.3827 1.6286 -2.0581  -0.55
88 O 8.5692 2.0679 -1.5727  0.09
89 C 8.3902 3.4434 -1.1969  -0.03
90 C 6.9003 3.5128 -0.9805  -0.31
91 F 6.4074 4.7363 -1.3008  0.08
92 O 6.4074 2.5702 -1.9056  0.13
93 H 8.7199 4.0908 -2.0110  0.14
94 H 8.9581 3.6842 -0.3015  0.15
95 H 6.5721 3.2399 0.0251  0.16
96 O 6.8258 4.1810 2.6548  0.16
97 C 5.7682 4.6234 2.3423  -0.57
98 O 4.5791 4.0786 2.6958  0.06
99 C 3.5501 4.9636 2.2399  -0.04
100 C 4.2440 5.7024 1.1269  -0.31
101 F 3.7877 6.9675 1.0128  0.09
102 O 5.5974 5.7318 1.5704  0.13
103 H 3.2525 5.6264 3.0542  0.15
104 H 2.6791 4.4095 1.8970  0.14
105 H 4.1882 5.2079 0.1551  0.17
106 O -3.5552 3.0556 -3.1369  0.16
107 C -2.6161 3.2983 -2.4504  -0.54
108 O -1.4369 3.7781 -2.9089  0.08
109 C -0.6206 4.0664 -1.7657  -0.05
110 C -1.2204 3.1682 -0.7190  -0.31
111 F -1.1285 3.7128 0.5181  0.08
112 O -2.5872 3.1209 -1.1006  0.14
113 H -0.7139 5.1232 -1.5103  0.15
114 H 0.4251 3.8420 -1.9606  0.12
115 H -0.8104 2.1568 -0.7012  0.17
116 O 1.7673 7.4413 -1.0835  0.17
117 C 2.2985 8.4011 -1.5329  -0.55
118 O 3.5762 8.4309 -1.9837  0.08
119 C 3.7899 9.7181 -2.5680  -0.06
120 C 2.7437 10.5544 -1.8815  -0.31
121 F 2.2854 11.5427 -2.6913  0.07
122 O 1.7002 9.6223 -1.6578  0.14
123 H 3.6306 9.6577 -3.6467  0.15
124 H 4.7976 10.0716 -2.3780  0.11
125 H 3.0616 10.9831 -0.9296  0.18
126 O 6.5270 9.7622 -0.8473  0.18
127 C 7.4233 9.8803 -1.6129  -0.54
128 O 7.3706 10.6324 -2.7448  0.06
129 C 8.6799 10.6291 -3.3206  -0.05
130 C 9.2713 9.3676 -2.7459  -0.32
131 F 10.6075 9.4849 -2.5612  0.08
132 O 8.6377 9.2757 -1.4823  0.14
133 H 9.2204 11.5214 -3.0015  0.15
134 H 8.6306 10.6154 -4.4069  0.14
135 H 9.0625 8.4656 -3.3246  0.17
136 O -6.4705 0.9825 -8.5558  0.18
137 C -5.8233 1.7235 -7.8956  -0.55
138 O -5.2902 1.4127 -6.6877  0.08
139 C -4.4726 2.5173 -6.2825  -0.05
140 C -5.0682 3.6525 -7.0711  -0.31
141 F -4.1299 4.5734 -7.4073  0.07
142 O -5.5221 3.0096 -8.2490  0.13
143 H -3.4349 2.3217 -6.5574  0.15
144 H -4.5280 2.6765 -5.2093  0.11
145 H -5.9067 4.1520 -6.5820  0.17

Force components x, y, z for each atom (eV/Å):
-0.384 0.610 -0.131
0.340 0.354 0.805
-0.088 -0.030 0.266
0.650 0.845 -1.403
-2.741 -1.315 0.906
1.167 0.239 -1.964
2.137 -0.054 0.045
-1.093 1.046 -0.303
-1.153 -0.846 0.343
-0.297 0.419 0.350
0.393 -1.134 1.909
0.492 0.631 0.020
-0.194 0.221 -1.014
-0.415 -1.081 -0.120
0.264 0.910 -0.009
0.278 0.347 0.558
-1.106 -0.167 -0.238
0.512 0.117 -1.264
-0.124 0.000 0.330
1.278 0.253 -0.048
-0.752 -0.219 1.294
0.067 -0.281 -0.121
0.014 -0.041 0.334
-0.041 -0.308 -0.237
-0.079 -0.219 -0.304
0.158 -0.043 0.266
0.468 -0.300 0.093
-0.015 0.283 -0.103
0.298 0.034 -0.337
0.300 -0.156 0.039
0.146 -0.022 0.072
-0.291 -0.019 0.107
-0.157 -0.055 0.053
-0.188 -0.094 -0.001
0.218 0.145 -0.224
0.139 0.184 -0.006
0.208 -0.084 -0.049
-0.187 0.276 -0.318
-0.127 -0.206 0.251
-0.057 0.459 0.193
-0.040 0.008 -0.125
0.060 -0.520 0.001
-0.133 0.131 -0.081
0.124 -0.171 -0.149
-0.079 0.094 -0.049
-0.003 -0.081 0.227
0.132 0.346 0.098
-0.161 -0.090 -0.337
0.151 -0.205 0.437
-0.511 0.028 -0.052
0.045 -0.006 -0.079
0.453 -0.136 0.221
-0.095 -0.020 -0.188
0.195 0.140 -0.001
-0.113 -0.051 -0.067
0.068 -0.028 0.084
0.341 -0.119 0.192
0.050 0.274 -0.232
-0.480 -0.230 0.192
0.104 0.519 0.135
0.031 -0.024 -0.085
-0.317 -0.465 -0.053
0.119 0.152 -0.137
0.101 -0.208 0.036
-0.010 0.125 -0.048
0.039 0.043 -0.029
-0.473 -0.005 -0.026
0.168 0.215 0.334
0.209 -0.309 -0.425
0.050 0.499 -0.023
-0.007 -0.036 0.094
0.082 -0.526 -0.173
0.043 0.125 0.178
-0.177 -0.136 0.001
0.094 0.100 0.043
-0.012 0.111 0.036
-0.004 0.030 -0.364
0.027 0.297 0.536
-0.003 -0.519 -0.374
0.415 -0.036 0.165
-0.052 0.082 0.068
-0.386 -0.155 -0.223
0.063 0.059 0.102
-0.258 0.100 -0.075
0.108 -0.017 0.086
0.209 -0.110 -0.031
0.009 -0.217 -0.232
-0.441 0.170 -0.079
0.437 -0.010 0.284
-0.130 0.515 -0.127
-0.080 -0.033 0.023
0.154 -0.193 0.320
-0.207 0.016 -0.045
0.026 -0.256 0.014
0.002 0.129 0.024
0.021 -0.002 -0.070
0.205 -0.046 0.249
0.173 0.276 -0.140
-0.474 -0.285 0.087
-0.112 0.436 -0.019
0.144 0.090 0.025
-0.244 -0.567 -0.046
0.112 0.156 -0.101
0.162 -0.194 -0.015
-0.029 0.123 -0.039
-0.037 0.058 0.032
-0.166 0.111 -0.199
-0.258 -0.182 0.318
0.623 0.184 -0.238
-0.083 0.346 0.322
-0.054 -0.099 0.035
0.272 -0.252 -0.386
-0.098 -0.066 0.176
-0.082 -0.083 -0.178
-0.005 0.016 0.140
-0.077 -0.020 -0.128
-0.162 -0.449 0.059
-0.307 0.257 0.052
0.550 0.016 -0.188
-0.296 0.111 -0.374
-0.040 0.029 0.088
0.496 -0.081 0.270
-0.232 0.117 0.042
0.002 -0.193 0.179
-0.048 0.113 -0.054
0.058 0.090 -0.022
-0.157 0.041 0.365
0.198 -0.248 0.134
-0.082 0.241 -0.465
0.391 0.172 0.283
-0.018 -0.099 0.008
-0.354 -0.017 -0.450
0.119 -0.132 0.116
-0.232 -0.018 0.039
0.134 -0.028 0.021
0.060 0.044 -0.031
-0.059 -0.369 -0.172
-0.062 0.346 -0.283
0.068 -0.122 0.599
0.412 0.056 -0.315
-0.096 0.069 -0.033
-0.268 -0.136 0.439
-0.025 0.161 -0.146
-0.094 -0.191 -0.006
0.073 0.131 -0.040